Record 1
Computed, not measured: a structure of composition C21H17Cl17F5IO4S, with ωB97M-V/def2-TZVPD.

Results
- Energy relative to the best compared isomer or geometry (same formula, charge and spin): 0.000 eV
- Charge: 0
- Maximum force: 0.0830 Eh/bohr
- DFT total energy: -275642.25617 eV
- Gap between HOMO and LUMO: 8.62 eV

The geometry in XYZ format:
```
66
Properties=species:S:1:pos:R:3:nbo_charge:R:1
C 1.5107 2.3433 0.9070 -0.325
C 1.4528 1.1657 1.5911 -0.229
C 1.1962 -0.2274 0.9904 -0.334
C 2.4150 -0.8882 0.2469 -0.326
C 3.1650 -0.0252 -0.7832 0.676
F 3.7993 -0.8541 -1.6992 -0.350
F 2.3674 0.7730 -1.5410 -0.326
C 4.2952 0.8567 -0.2289 -0.009
C 4.6665 0.9959 1.1138 -0.227
C 5.7278 1.8138 1.5018 -0.198
C 6.4994 2.5369 0.5279 -0.188
C 6.1148 2.3622 -0.8175 -0.132
C 6.9636 3.1134 -1.8460 0.973
F 6.6522 2.7142 -3.0866 -0.316
F 6.8257 4.4351 -1.7013 -0.313
F 8.2674 2.8049 -1.6571 -0.326
C 5.0376 1.5566 -1.2019 -0.184
C 2.0859 -2.3303 -0.2735 -0.574
I 1.6179 -3.6608 1.3845 0.171
S 0.5821 -2.2296 -1.2638 2.336
O 0.7555 -1.4904 -2.4797 -0.879
O 0.1688 -3.5777 -1.5573 -0.925
O -0.5129 -1.6237 -0.2364 -0.699
C -0.1974 -0.3361 0.3077 0.309
Cl -0.5850 0.9140 -0.9323 -0.019
C -1.2497 -0.1398 1.4438 -0.438
C -2.7196 -0.1120 0.9004 -0.442
C -3.3069 1.3186 1.0352 -0.055
O -4.1347 1.6761 -0.0764 -0.723
H 0.8389 3.1504 1.2395 0.206
H 2.1857 2.5901 0.0841 0.213
H 1.6374 1.2344 2.6733 0.219
H 1.0958 -0.8657 1.8864 0.255
H 3.1499 -1.0836 1.0456 0.247
H 4.0968 0.4580 1.8725 0.218
H 5.9745 1.9144 2.5580 0.234
H 7.3292 3.1867 0.8007 0.248
H 4.7787 1.4692 -2.2580 0.253
H 2.9216 -2.8096 -0.7835 0.292
H -1.1042 -0.9810 2.1407 0.220
H -1.0936 0.8079 1.9722 0.230
H -2.7968 -0.5034 -0.1184 0.242
H -3.3111 -0.7446 1.5818 0.215
H -2.5224 2.0929 1.1123 0.157
H -3.8621 1.3675 1.9913 0.162
H -3.8273 2.5404 -0.3612 0.473
C -7.5534 -0.2418 0.0026 -0.219
Cl -6.2977 -0.8940 -1.0575 0.072
Cl -8.8631 -1.4237 0.1698 0.051
Cl -6.8640 0.0971 1.5968 0.049
Cl -8.1925 1.2548 -0.6927 0.057
C -6.3853 -5.3752 -1.7608 -0.225
Cl -7.0669 -3.8769 -1.1143 0.056
Cl -6.5724 -5.3961 -3.5200 0.053
Cl -4.6673 -5.4648 -1.3503 0.058
Cl -7.2326 -6.7645 -1.0619 0.048
C -12.1970 0.6469 -1.7710 -0.224
Cl -10.9261 -0.2932 -2.5647 0.060
Cl -12.2315 2.2804 -2.4497 0.053
Cl -13.7607 -0.1361 -2.0371 0.055
Cl -11.8734 0.7404 -0.0334 0.055
C 9.1505 -0.5742 1.9286 -0.221
Cl 9.4685 -0.6465 3.6700 0.045
Cl 10.6712 -0.3184 1.0606 0.053
Cl 8.4157 -2.0923 1.3991 0.051
Cl 8.0265 0.7690 1.5805 0.057
```

=====

Record 2
Computed, not measured: a structure of composition C21H17Cl5N9RhS2, with ωB97M-V/def2-TZVPD.

Results
- Energy relative to the best compared isomer or geometry (same formula, charge and spin): 1.110 eV
- Charge: +2
- Spin multiplicity: 5
- Expectation value of S²: 6.02
- Maximum force: 0.0264 Eh/bohr
- DFT total energy: -122736.19712 eV
- Gap between HOMO and LUMO (alpha / beta): 7.89 / 5.12 eV

The geometry in XYZ format:
```
55
Properties=species:S:1:pos:R:3:lowdin_spin:R:1
Rh 0.8723 0.4545 0.0829 2.478
Cl 3.4936 0.6745 -0.1847 0.104
C 3.0485 2.3473 -0.1652 0.036
C 1.6778 2.6022 -0.1864 0.225
C 1.3541 3.9693 -0.1329 0.034
Cl -0.2726 4.5681 -0.1273 0.006
C 2.3377 4.9698 -0.0883 0.006
Cl 1.8959 6.6236 -0.0484 0.004
C 3.6908 4.6361 -0.0903 0.004
Cl 4.8868 5.8500 -0.0719 0.002
C 4.0553 3.2947 -0.1156 0.003
Cl 5.6995 2.8265 -0.0886 0.010
C -0.1396 -0.1907 5.3122 0.008
N -0.9158 -0.8071 4.2457 0.032
C -2.0005 -1.6249 4.4268 0.014
C -2.4285 -2.0033 3.2124 0.020
N -1.6009 -1.4116 2.2605 0.022
C -0.6585 -0.6717 2.9295 0.029
S 0.6621 0.2871 2.4513 0.320
C -1.7460 -1.6617 0.8713 0.006
C -2.8105 -2.4491 0.4337 0.007
C -2.8852 -2.8071 -0.8965 -0.003
C -1.9237 -2.3375 -1.7762 0.007
C -0.9546 -1.4955 -1.2761 0.005
N -0.8565 -1.1685 0.0186 0.085
H -0.5751 -0.4710 6.2662 0.000
H -0.1497 0.8927 5.2085 0.003
H 0.8938 -0.5314 5.2743 0.003
H -2.3778 -1.8863 5.3998 0.001
H -3.2466 -2.6538 2.9767 0.001
H -3.5739 -2.7935 1.1116 0.001
H -3.6931 -3.4392 -1.2388 0.000
H -1.9369 -2.5978 -2.8250 0.000
H -0.2049 -1.0699 -1.9312 0.005
S -1.5920 1.6146 -0.1569 0.316
C -1.6999 1.7183 -1.8635 0.033
N -0.7977 2.4672 -2.5468 0.022
C -0.7415 2.5240 -3.8913 0.007
C -1.6414 1.8271 -4.6474 0.022
C -2.6515 1.1102 -3.9924 0.004
C -2.6872 1.0653 -2.6160 0.027
H -0.1599 3.0214 -1.9813 0.001
H 0.0278 3.1486 -4.3226 0.000
H -1.5809 1.8536 -5.7247 0.001
H -3.4038 0.5961 -4.5765 0.000
H -3.4706 0.5469 -2.0844 0.002
N 2.4228 -4.7709 -1.4505 0.000
N 2.2881 -3.6949 -0.6457 0.002
N 2.8146 -3.6582 0.5531 0.003
C 2.5232 -2.4251 0.9365 0.003
N 1.8368 -1.7719 -0.0060 0.073
N 1.6945 -2.6017 -1.0231 0.004
H 2.6991 -5.6028 -0.9534 0.000
H 1.6942 -4.8718 -2.1376 0.000
H 2.8082 -2.0209 1.8922 0.001
```

=====

Record 3
Computed, not measured: an isolated molecule of C21H17ClF3N5O2, with ωB97M-V/def2-TZVPD.

Results
- Charge: 0
- Structure (SMILES): Cn1ccc(-c2ccc(N3CC[C@@H](NC(=O)Nc4ccc(Cl)cc4F)C3=O)c(F)c2F)n1
- Maximum force: 0.0496 Eh/bohr
- DFT total energy: -54273.44400 eV
- Gap between HOMO and LUMO: 8.99 eV

The geometry in XYZ format:
```
49
Properties=species:S:1:pos:R:3:nbo_charge:R:1
O 3.4675 3.7328 2.8551 -0.645
O 2.4323 1.7066 -1.0705 -0.601
F -3.1772 -0.3564 -3.4829 -0.296
F 2.6744 -0.7244 1.5646 -0.313
F -2.0248 1.9697 -2.8029 -0.319
Cl 2.1839 -1.9049 6.5249 0.006
N -3.1845 -3.2178 -3.2848 -0.229
C 2.9039 3.2117 1.9073 0.789
C 1.4548 2.3742 -0.8786 0.682
C -2.1736 -3.0359 -2.4724 0.099
C -1.8890 -4.2662 -1.7899 -0.312
C -2.7560 -5.2061 -2.2748 -0.058
C 2.1082 0.6124 5.3851 -0.226
C 2.4823 -1.2282 3.8686 -0.286
C -0.3972 -1.5978 -1.4291 -0.170
C 2.0928 1.5196 4.3167 -0.219
C 0.1904 -0.3557 -1.1371 -0.218
C -2.0896 -0.4470 -2.6921 0.344
C 2.4781 -0.3007 2.8038 0.358
C -1.5059 0.7812 -2.3673 0.355
C 2.2962 -0.7699 5.1920 -0.036
C -1.5627 -1.6743 -2.2185 -0.097
C 2.3335 1.0672 3.0352 0.160
C -0.3586 0.8410 -1.5676 0.081
N 2.3704 1.9290 1.9207 -0.683
N -3.5147 -4.5233 -3.2157 -0.164
N 0.1455 2.0953 -1.1723 -0.441
N 2.6916 3.9872 0.7971 -0.624
C -4.6273 -5.1628 -3.9056 -0.406
C -0.7058 3.2211 -0.7292 -0.197
C 0.2116 3.9998 0.2789 -0.422
C 1.6275 3.7569 -0.2201 -0.123
H -1.1056 -4.4062 -1.0572 0.222
H -2.7844 -6.2595 -2.0672 0.227
H 1.9962 0.9389 6.3972 0.226
H 2.6096 -2.2740 3.7099 0.237
H 0.0730 -2.4538 -1.0043 0.222
H 1.8795 2.5592 4.4868 0.245
H 1.0939 -0.3854 -0.5327 0.243
H 2.3956 1.4960 0.9950 0.428
H 3.0822 4.9196 0.9095 0.422
H -4.8786 -4.6299 -4.8444 0.230
H -4.3470 -6.1994 -4.1013 0.213
H -5.5429 -5.1042 -3.2887 0.206
H -0.9030 3.8673 -1.6134 0.203
H -1.6562 2.8656 -0.2482 0.221
H -0.0533 5.0343 0.3403 0.219
H 0.0797 3.5664 1.2230 0.216
H 1.8834 4.4308 -1.0427 0.229
```

=====

Record 4
Computed, not measured: an isolated molecule of C21H17ClFN5O3, with ωB97M-V/def2-TZVPD.

Results
- Energy relative to the best compared isomer or geometry (same formula, charge and spin): 0.000 eV
- Charge: 0
- Structure (SMILES): Cc1cc(CCC(=O)O)[nH]c1/C=C1\C(=O)Nc2ncnc(Nc3ccc(F)c(Cl)c3)c21
- Maximum force: 0.0714 Eh/bohr
- DFT total energy: -50887.02220 eV
- Gap between HOMO and LUMO: 7.07 eV

The geometry in XYZ format:
```
48
Properties=species:S:1:pos:R:3:nbo_charge:R:1
O 0.1873 0.2209 -2.4878 -0.625
O -6.1998 -0.9246 -2.7952 -0.591
F 3.2919 4.6081 4.2551 -0.303
Cl 3.5215 2.2753 6.1105 0.039
N 4.5873 -1.0402 -2.1732 -0.482
N 5.2422 -0.8297 0.0680 -0.500
O -6.0631 1.2843 -2.4923 -0.679
C 1.2289 -0.1435 -1.9282 0.661
C -5.6079 0.0163 -2.3486 0.790
C -2.6541 0.5605 1.5486 -0.311
C -0.5179 0.2541 0.8084 0.034
C -1.2899 0.2847 1.9600 0.013
C -2.6726 0.6252 0.1817 0.192
C 0.9285 0.0289 0.6795 -0.034
C 1.6271 -0.1333 -0.5115 -0.221
C 5.5133 -1.1191 -1.2220 0.265
C 3.3794 -0.6925 -1.7796 0.410
C 4.0358 -0.5214 0.4339 0.394
C 3.4668 3.3641 2.2777 -0.233
C 3.6066 2.1511 1.5775 -0.281
C 3.7882 1.0343 3.7074 -0.283
C 3.4602 3.4228 3.6740 0.345
C 3.6288 2.2322 4.3994 -0.084
C 3.0350 -0.4517 -0.4686 -0.181
C 3.7502 0.9707 2.3213 0.234
N -1.3469 0.5451 -0.2626 -0.522
N 2.3486 -0.4641 -2.6302 -0.577
N 3.9447 -0.3075 1.7702 -0.630
C -0.8225 0.0381 3.3925 -0.634
C -4.2594 -0.1940 -1.6462 -0.500
C -3.8760 0.9485 -0.6764 -0.434
H -6.9209 1.1292 -2.8949 0.496
H -3.4950 0.6748 2.2163 0.222
H 1.4568 -0.1069 1.6043 0.227
H 6.5407 -1.3245 -1.4667 0.192
H 3.3308 4.3057 1.7593 0.233
H 3.5728 2.1264 0.4740 0.235
H 3.8453 0.1247 4.3085 0.232
H -1.0377 0.6168 -1.2229 0.450
H 2.3453 -0.9233 -3.5108 0.428
H 4.7350 -0.8216 2.1950 0.412
H -1.4596 -0.7131 3.8827 0.224
H 0.1934 -0.3321 3.3750 0.211
H -0.8802 0.9984 3.9083 0.226
H -3.4959 -0.2773 -2.4334 0.241
H -4.2747 -1.1538 -1.1296 0.240
H -4.7340 1.2630 -0.0744 0.232
H -3.5840 1.7708 -1.3336 0.225
```

=====

Record 5
Computed, not measured: a structure of composition C21H17F6N4PPdS2, with ωB97M-V/def2-TZVPD.

Results
- Energy relative to the best compared isomer or geometry (same formula, charge and spin): 0.418 eV
- Charge: +1
- Spin multiplicity: 4
- Expectation value of S²: 3.76
- Maximum force: 0.0196 Eh/bohr
- DFT total energy: -78754.90040 eV
- Gap between HOMO and LUMO (alpha / beta): 8.07 / 3.71 eV

The geometry in XYZ format:
```
52
Properties=species:S:1:pos:R:3:nbo_charge:R:1
Pd -0.2226 -1.7144 0.3506 0.871
S -1.9694 0.9773 3.7556 0.446
C -0.6280 0.2227 4.5527 -0.244
C -0.0260 0.5632 5.7592 -0.192
C 1.0886 -0.1512 6.1479 -0.193
C 1.5941 -1.1886 5.3574 -0.195
C 0.9834 -1.5439 4.1744 -0.222
C -0.1447 -0.8349 3.7634 0.184
N -0.8450 -1.0163 2.5914 -0.504
C -1.7959 -0.1463 2.4352 0.076
C -2.6223 -0.1277 1.2382 -0.090
C -3.8238 0.5800 1.1777 -0.173
C -4.6000 0.5391 0.0336 -0.213
C -4.1722 -0.1913 -1.0650 -0.172
C -2.9633 -0.8795 -1.0202 -0.309
C -2.1824 -0.8524 0.1233 -0.154
H -0.4220 1.3620 6.3710 0.231
H 1.5908 0.0992 7.0720 0.229
H 2.4840 -1.7124 5.6780 0.226
H 1.3902 -2.3130 3.5324 0.215
H -4.1403 1.1591 2.0366 0.225
H -5.5433 1.0662 -0.0033 0.232
H -4.7785 -0.2313 -1.9605 0.226
H -2.6597 -1.4587 -1.8873 0.199
N 2.1708 -1.4942 -3.1724 -0.728
C 0.8928 -1.3584 -2.8592 0.327
S 0.0054 -2.6913 -2.2027 0.341
N 0.2064 -0.2530 -3.0882 -0.526
C 0.6239 0.9964 -3.6122 0.195
C -0.0555 2.1174 -3.1435 -0.225
C 0.3029 3.3759 -3.5854 -0.176
C 1.3349 3.5217 -4.5030 -0.179
C 1.9770 2.3998 -5.0036 -0.179
C 1.6229 1.1325 -4.5703 -0.271
H 2.6546 -2.3116 -2.8345 0.431
H 2.7325 -0.6580 -3.2773 0.447
H -0.7144 -0.2371 -2.6636 0.438
H -0.8538 1.9957 -2.4204 0.228
H -0.2268 4.2416 -3.2138 0.234
H 1.6264 4.5078 -4.8357 0.233
H 2.7522 2.5093 -5.7489 0.233
H 2.0867 0.2662 -5.0212 0.221
F 0.5394 0.4314 -0.3969 -0.623
P 2.1986 0.4890 0.0562 2.613
F 2.2879 -1.1035 -0.4796 -0.626
F 1.7747 -0.1328 1.4931 -0.586
F 3.7194 0.4430 0.4509 -0.559
F 1.9719 1.9543 0.5780 -0.555
F 2.5137 0.9591 -1.4395 -0.587
N 0.0738 -4.4685 1.7985 -0.583
C 0.1825 -3.5640 1.0930 0.285
H 0.0078 -5.2760 2.3879 0.476
```

=====

Record 6
Computed, not measured: an isolated molecule of C21H17NO5, with ωB97M-V/def2-TZVPD.

Results
- Energy relative to the best compared isomer or geometry (same formula, charge and spin): 0.000 eV
- Charge: 0
- Structure (SMILES): COc1ccccc1NC(=O)Oc1cccc(OC(=O)c2ccccc2)c1
- Maximum force: 0.0131 Eh/bohr
- DFT total energy: -33781.06523 eV
- Gap between HOMO and LUMO: 8.46 eV

The geometry in XYZ format:
```
44
Properties=species:S:1:pos:R:3:nbo_charge:R:1
C -3.6247 -0.1907 1.7319 -0.247
H -4.4268 -0.5712 1.0923 0.180
O -2.9003 0.8331 1.0955 -0.516
C -3.5737 1.9668 0.7091 0.258
C -4.9172 2.2117 0.9322 -0.285
C -5.4872 3.4017 0.5014 -0.215
C -4.7216 4.3472 -0.1508 -0.221
C -3.3751 4.1147 -0.3838 -0.239
C -2.7953 2.9313 0.0399 0.172
N -1.4465 2.6092 -0.1459 -0.656
C -0.4696 3.3580 -0.7173 0.896
O -0.5972 4.4361 -1.2268 -0.598
O 0.7578 2.7522 -0.7267 -0.512
C 1.0988 1.7664 0.1700 0.361
C 1.7125 0.6249 -0.3298 -0.297
C 2.1308 -0.3580 0.5535 0.300
C 1.9491 -0.2086 1.9225 -0.262
C 1.3442 0.9370 2.4058 -0.183
C 0.9139 1.9262 1.5402 -0.302
H 0.4483 2.8244 1.9174 0.231
H 1.2059 1.0617 3.4685 0.222
H 2.2866 -0.9870 2.5879 0.228
O 2.7802 -1.4985 0.1163 -0.504
C 2.2700 -2.2091 -0.9160 0.790
O 1.2230 -1.9502 -1.4522 -0.574
C 3.1393 -3.3510 -1.2773 -0.193
C 2.6977 -4.2203 -2.2733 -0.158
C 3.4771 -5.2977 -2.6471 -0.216
C 4.7002 -5.5131 -2.0313 -0.181
C 5.1440 -4.6497 -1.0417 -0.236
C 4.3695 -3.5697 -0.6617 -0.115
H 4.7106 -2.8930 0.1062 0.223
H 6.0983 -4.8201 -0.5659 0.217
H 5.3100 -6.3552 -2.3236 0.216
H 3.1339 -5.9706 -3.4185 0.218
H 1.7423 -4.0304 -2.7386 0.238
H 1.8548 0.5209 -1.3929 0.246
H -1.2125 1.6802 0.1838 0.431
H -2.7670 4.8421 -0.8943 0.254
H -5.1669 5.2713 -0.4845 0.216
H -6.5363 3.5787 0.6826 0.213
H -5.5313 1.4859 1.4411 0.218
H -4.0455 0.1483 2.6837 0.178
H -2.9044 -0.9859 1.9183 0.203
```